DFT (wB97M-V/def2-TZVPD) results for a cluster of 9 separate species, C30H50O27 in total in a non-equilibrium geometry.

Structure (XYZ):
```
107
Properties=species:S:1:pos:R:3:forces:R:3:mulliken_charge:R:1
C -2.691827 6.406147 -2.593815 -0.451 -0.902 -1.016 -1.22
C -1.469816 5.510281 -2.659688 0.714 -0.693 1.077 0.63
O -0.307244 6.202845 -3.162019 -0.800 0.209 -0.488 -0.35
C 0.903150 5.683741 -2.995466 -0.301 0.161 0.740 0.59
O 1.819214 5.951621 -3.696004 1.058 0.323 -0.896 -0.58
O 0.987411 4.929039 -1.904431 -0.567 -0.391 0.938 -0.28
C 2.285842 4.538077 -1.472297 0.264 -0.475 -1.047 -0.90
H -3.467682 5.889628 -3.169094 -0.071 0.229 -0.067 0.31
H -2.524512 7.349021 -3.107518 0.047 0.186 0.344 0.34
H -3.120385 6.483554 -1.599601 0.389 0.462 0.172 0.32
H -1.607291 4.605680 -3.256317 -0.145 0.294 -0.379 -0.10
H -1.215113 5.107737 -1.679569 -0.127 0.207 0.098 0.11
H 2.759269 3.954603 -2.263644 0.133 0.159 0.019 0.36
H 2.161586 3.864155 -0.631172 -0.136 0.346 0.282 0.23
H 2.909385 5.401022 -1.259582 -0.028 -0.006 0.199 0.54
C -4.257093 0.748376 -0.958467 -0.341 0.708 -0.189 -0.71
C -5.237899 -0.261413 -1.492982 -0.592 -0.305 0.388 -0.36
O -4.886859 -1.597320 -1.073945 0.069 -0.136 0.179 -0.37
C -4.138969 -2.418116 -1.803573 -0.321 0.058 -1.048 0.70
O -3.834610 -3.519433 -1.456732 0.106 -0.068 0.125 -0.53
O -3.847221 -1.883464 -3.008573 0.280 0.609 0.124 -0.21
C -3.026661 -2.665662 -3.863624 -0.221 -1.735 -0.300 -0.46
H -4.668652 1.750817 -1.123508 -0.015 -0.053 -0.062 0.45
H -3.285984 0.755612 -1.450248 0.072 -0.335 0.163 -0.05
H -4.170790 0.654092 0.123088 0.255 -0.205 -0.038 0.42
H -5.451796 -0.207996 -2.559035 0.455 -0.081 -0.089 0.32
H -6.210246 -0.139002 -1.010299 0.110 0.196 0.069 0.33
H -2.237884 -3.189233 -3.323307 -0.302 0.510 -0.149 -0.02
H -2.626121 -2.068347 -4.674539 -0.005 0.403 0.248 0.30
H -3.618870 -3.470586 -4.317185 -0.204 0.250 0.009 0.33
C 0.524099 1.883285 3.825481 -0.346 -0.879 0.327 -0.55
C 0.180684 1.201894 5.153990 0.494 0.826 0.453 -0.57
O 0.169256 -0.232636 5.081568 -0.077 0.009 -1.061 -0.18
C 0.683510 -0.951662 6.070646 -0.425 0.294 1.079 0.77
O 1.271046 -0.520976 7.020397 0.678 0.186 0.384 -0.59
O 0.339657 -2.214094 5.896089 -0.548 -1.306 -1.597 -0.16
C 0.782793 -3.256782 6.771004 0.090 1.231 1.377 -0.82
H -0.253554 1.740951 3.076347 -0.001 0.103 -0.037 0.19
H 1.457669 1.477461 3.432421 0.060 0.025 0.064 -0.07
H 0.669879 2.941175 4.033910 -0.089 0.064 -0.123 0.45
H -0.786958 1.516458 5.547130 -0.107 -0.071 -0.244 0.27
H 0.916373 1.559850 5.876328 0.045 -0.486 0.158 0.40
H 0.238894 -4.187264 6.647885 -0.212 0.224 -0.820 0.23
H 0.526376 -2.911731 7.779916 0.526 -0.212 0.029 0.38
H 1.856404 -3.413270 6.667868 -0.048 -0.003 0.078 0.32
C -1.318885 -5.376347 3.087186 0.129 0.833 -0.203 -0.82
O -1.171021 -3.942330 2.897073 0.517 -0.654 -0.038 -0.16
C -1.731809 -3.456186 1.780535 0.256 0.583 0.221 0.56
O -2.525245 -4.025611 1.104904 -0.441 -0.702 -0.589 -0.57
O -1.257871 -2.230510 1.583022 0.065 0.254 0.650 -0.20
C -1.535213 -1.601802 0.329834 -0.112 -1.037 -0.929 0.90
H -0.541745 -5.611321 3.811887 -0.483 -0.104 0.402 0.26
H -1.076366 -5.960168 2.198520 -0.207 0.346 -0.252 0.33
H -2.352008 -5.552920 3.377338 0.211 -0.392 0.284 0.31
H -0.816342 -1.980997 -0.402409 0.102 0.894 0.795 -0.50
H -1.539423 -0.530806 0.464863 0.190 0.068 0.109 0.02
H -2.462536 -1.940236 -0.130785 -0.323 0.080 0.694 0.02
O 4.942589 3.560027 -0.755999 -0.132 0.121 -0.586 -0.51
C 5.372012 2.834001 0.072400 -0.092 0.041 0.501 0.63
O 6.213608 3.220200 1.044425 0.189 0.000 0.021 -0.36
C 6.456761 2.155753 1.968032 -0.357 0.177 -0.263 -0.31
C 5.563658 1.019595 1.441799 0.978 -0.099 -0.632 0.10
O 5.040326 1.529330 0.203058 -0.381 0.153 0.561 -0.29
H 7.513809 1.900490 1.938067 -0.017 0.067 0.163 0.26
H 6.144156 2.523985 2.943287 0.229 -0.193 0.100 0.29
H 4.796530 0.741167 2.157801 -0.307 -0.051 -0.263 -0.11
H 6.164274 0.171028 1.126467 -0.124 -0.318 0.482 0.30
O -3.500195 3.015631 -7.291573 -0.092 -0.284 0.116 -0.55
C -3.163198 2.510102 -6.267071 0.478 0.468 -0.221 0.60
O -2.229030 1.537377 -6.164083 -0.165 -0.232 0.544 -0.41
C -1.970130 1.255988 -4.774803 -0.201 0.912 0.512 0.33
C -3.077810 2.030647 -4.000207 0.134 0.483 -1.546 0.81
O -3.581208 2.902491 -5.054638 -0.526 -0.397 0.356 -0.45
H -1.958428 0.184747 -4.631364 -0.057 -0.123 0.126 -0.06
H -1.024433 1.707588 -4.473090 0.241 -0.294 -0.311 0.10
H -2.705823 2.749717 -3.279544 0.167 -0.600 0.482 -0.18
H -3.887976 1.412283 -3.619329 0.028 0.042 -0.017 -0.25
O 3.617856 -2.961345 0.339246 1.034 -0.914 -1.733 -0.52
C 3.136579 -2.904792 1.404804 -1.248 1.454 1.242 0.36
O 3.812510 -2.736108 2.553004 0.481 -0.284 0.499 -0.42
C 2.950954 -2.137781 3.509807 -0.186 0.414 0.806 -0.10
C 1.531080 -2.371453 2.958943 1.219 0.474 0.282 -0.11
O 1.808873 -2.790165 1.612253 -0.463 -0.143 0.215 0.13
H 3.094375 -2.508527 4.526615 0.144 -0.643 -0.291 0.32
H 3.225015 -1.081714 3.622200 -0.183 0.061 -0.478 0.00
H 1.032129 -1.406974 2.964573 -0.580 -0.325 -0.208 0.18
H 0.989721 -3.119885 3.525518 -0.207 0.003 -0.319 0.27
O -0.679415 -2.169253 -2.323474 0.364 0.020 -0.226 -0.29
C -0.045645 -3.172254 -2.200849 0.710 0.219 -0.524 0.08
O 0.001832 -4.145811 -3.136945 -0.051 -0.113 0.245 -0.42
C 0.746684 -5.258607 -2.634390 0.046 0.060 0.872 -0.33
C 1.437551 -4.687693 -1.386151 -0.106 -0.124 0.417 -0.38
O 0.777808 -3.430365 -1.168744 0.008 -0.040 -0.584 0.07
H 0.066250 -6.058671 -2.348741 -0.074 -0.066 -0.352 0.29
H 1.486713 -5.576216 -3.359233 -0.206 -0.083 -0.259 0.28
H 2.510543 -4.592896 -1.544282 -0.061 0.567 0.134 0.23
H 1.273508 -5.225713 -0.453567 0.041 -0.412 -0.264 0.29
O -1.271890 2.457824 -1.263308 -0.845 0.439 -0.156 -0.59
C -0.281697 1.907334 -0.925518 0.249 -0.592 -0.130 0.87
O 0.773653 1.707749 -1.721323 0.284 0.009 0.350 -0.30
C 1.823205 1.061001 -0.980008 -0.227 0.233 0.216 -0.07
C 1.242105 0.905288 0.430712 0.507 0.247 0.051 0.98
O -0.111379 1.342640 0.290055 0.346 -0.105 0.311 -0.52
H 1.990364 0.084794 -1.426891 0.352 0.140 -0.150 0.28
H 2.679384 1.731781 -0.970222 0.214 -0.392 -0.315 -0.10
H 1.733314 1.498490 1.205602 -0.035 0.423 -0.335 -0.05
H 1.368529 -0.111726 0.776883 -0.785 -0.501 -0.057 -0.69
```
Forces are in eV/Å.

Values from the calculation:
total energy	-87202.7366	eV
largest force on an atom	2.3	eV Å⁻¹
SMILES	CCOC(=O)OC.CCOC(=O)OC.CCOC(=O)OC.COC(=O)OC.O=C1OCCO1.O=C1OCCO1.O=C1OCCO1.O=C1OCCO1.O=C1OCCO1
Kohn-Sham gap	0.371	Ha